This record from OMol25 describes one molecule with the formula CH3N5O. The level of theory is wB97M-V/def2-TZVPD.

Last columns: bonded neighbours and bond lengths (Å).
Cartesian coordinates (Å):
1 N -0.8154 0.8883 -1.9410  N2 1.433, H8 1.079, H9 0.990
2 N 0.3945 0.5972 -1.2304  N1 1.433, C3 1.232
3 C 0.5458 -0.1297 -0.2470  N2 1.232, N4 1.394, O7 1.365
4 N 1.6788 -0.5073 0.4717  C3 1.394, N5 1.242
5 N 1.4213 -0.9309 1.6105  N4 1.242, N6 1.355
6 N 0.0800 -1.0693 1.7483  N5 1.355, O7 1.397, H10 1.036
7 O -0.4599 -0.5856 0.5546  C3 1.365, N6 1.397
8 H -1.5857 0.6945 -1.2110  N1 1.079
9 H -0.8346 1.7900 -2.3499  N1 0.990
10 H -0.4247 -0.7473 2.5942  N6 1.036

Computed properties:
HOMO: -8.72 eV
multiplicity: 1
total energy: -388.75999 hartree
SMILES string: N/N=c1/nn[nH]o1
LUMO level: 0.009 Ha